# 1
ORCA calculation (ωB97M-V/def2-TZVPD) on a cluster of 10 separate species, C40H76FN2O28 in total in a non-equilibrium geometry.

Cartesian coordinates (Å):
C1 5.1552 -0.6793 4.1722
C2 5.7961 -1.1690 2.8716
O1 5.2521 -0.5893 1.6520
C3 3.9280 -0.3717 1.6556
C4 3.4832 0.9066 1.8982
C5 2.1406 1.2055 1.9065
C6 1.2394 0.1725 1.6319
C7 -0.2498 0.4742 1.5988
C8 -1.0915 -0.7901 1.8047
C9 -2.5232 -0.5297 2.2331
F1 -1.1280 -1.4402 0.5539
C10 1.7338 -1.0590 1.3704
N1 3.0437 -1.3403 1.3872
C11 3.5362 -2.7001 1.0641
C12 2.5871 -3.8421 1.4629
C13 2.0799 -3.7946 2.9219
N2 1.9634 -5.1605 3.4663
H1 5.8193 -0.9154 5.0069
H2 5.0155 0.4060 4.1591
H3 4.1789 -1.1556 4.3173
H4 5.8181 -2.2641 2.8640
H5 6.8450 -0.8631 2.8941
H6 4.2282 1.6734 2.0756
H7 1.8102 2.2180 2.1215
H8 -0.4852 0.8515 0.5934
H9 -0.5163 1.2788 2.2897
H10 -0.5810 -1.4458 2.5212
H11 -3.1061 -1.4255 2.0008
H12 -2.9618 0.3296 1.7162
H13 -2.6051 -0.3313 3.3059
H14 1.0448 -1.8634 1.1471
H15 4.5215 -2.9124 1.4635
H16 3.6392 -2.7379 -0.0280
H17 1.7578 -3.9325 0.7536
H18 3.1681 -4.7657 1.3674
H19 2.6583 -3.1286 3.5702
H20 1.0523 -3.3942 2.8850
H21 2.0918 -5.1507 4.4725
H22 1.0097 -5.4801 3.3332
C14 0.0068 -1.9709 -6.2436
O2 -0.9383 -1.4005 -5.3344
C15 -0.9831 -1.9905 -4.1424
O3 -0.3048 -2.9276 -3.7959
O4 -1.8988 -1.3588 -3.4106
C16 -2.0818 -1.8738 -2.0906
H23 -0.0578 -1.4029 -7.1673
H24 1.0183 -1.8895 -5.8482
H25 -0.2386 -3.0109 -6.4506
H26 -1.1661 -1.7961 -1.5180
H27 -2.4233 -2.9047 -2.1322
H28 -2.8496 -1.2709 -1.6127
C17 3.5869 1.5647 -2.2349
O5 4.3534 2.7680 -2.2539
C18 3.6586 3.8540 -1.8991
O6 2.5003 3.8512 -1.5689
O7 4.4571 4.9123 -1.9644
C19 3.8350 6.1536 -1.6084
H29 4.2514 0.7572 -2.5323
H30 3.2128 1.3602 -1.2305
H31 2.7631 1.6155 -2.9449
H32 3.4848 6.1257 -0.5776
H33 3.0137 6.3795 -2.2861
H34 4.5924 6.9263 -1.7028
C20 -0.9599 7.5202 2.6634
O8 -0.3299 6.2769 2.3384
C21 -0.5290 5.8753 1.0826
O9 -1.1675 6.4535 0.2466
O10 0.1087 4.7116 0.9145
C22 -0.0183 4.1555 -0.3992
H35 -0.7245 7.7344 3.7022
H36 -0.5704 8.3227 2.0397
H37 -2.0402 7.4435 2.5539
H38 0.4073 4.8189 -1.1429
H39 -1.0631 3.9428 -0.6290
H40 0.5393 3.2250 -0.4094
C23 -8.4137 -0.2596 -1.8799
O11 -6.9916 -0.2774 -2.0436
C24 -6.5610 0.2805 -3.1774
O12 -7.2460 0.7739 -4.0326
O13 -5.2328 0.1924 -3.1870
C25 -4.5947 0.7413 -4.3437
H41 -8.6318 -0.7361 -0.9275
H42 -8.7853 0.7635 -1.8552
H43 -8.8988 -0.8228 -2.6752
H44 -4.7990 1.8075 -4.4334
H45 -4.9067 0.2164 -5.2457
H46 -3.5261 0.5984 -4.2079
C26 7.3115 1.8243 6.5114
O14 6.4171 0.9759 7.2333
C27 6.2605 1.3162 8.5193
O15 6.7951 2.2385 9.0701
O16 5.4104 0.4531 9.0732
C28 5.1479 0.6972 10.4590
H47 7.3557 1.4529 5.4896
H48 6.9428 2.8488 6.4942
H49 8.3113 1.7874 6.9401
H50 4.6944 1.6770 10.5972
H51 6.0627 0.6153 11.0431
H52 4.4486 -0.0657 10.7896
C29 -3.7671 -9.3025 -2.3216
O17 -2.5159 -8.6424 -2.1157
C30 -2.5381 -7.3351 -2.3712
O18 -3.4912 -6.7025 -2.7437
O19 -1.3177 -6.8460 -2.1413
C31 -1.1989 -5.4419 -2.3798
H53 -3.6167 -10.3515 -2.0814
H54 -4.5305 -8.8944 -1.6612
H55 -4.0791 -9.2191 -3.3612
H56 -1.8635 -4.8874 -1.7203
H57 -1.4100 -5.2085 -3.4198
H58 -0.1727 -5.1596 -2.1626
C32 -7.2543 -4.4166 -8.0436
O20 -8.2355 -3.3797 -8.0418
C33 -7.7903 -2.2041 -7.5957
O21 -6.6713 -1.9728 -7.2134
O22 -8.7960 -1.3340 -7.6459
C34 -8.4548 -0.0211 -7.1917
H59 -7.7381 -5.3119 -8.4247
H60 -6.4229 -4.1585 -8.6978
H61 -6.8972 -4.6106 -7.0332
H62 -7.6709 0.4083 -7.8140
H63 -8.1452 -0.0427 -6.1490
H64 -9.3468 0.5936 -7.2784
C35 -6.2381 0.8732 1.1538
O23 -6.0551 0.5253 2.5283
C36 -7.1938 0.2862 3.1849
O24 -8.2996 0.3412 2.7179
O25 -6.8880 -0.0242 4.4447
C37 -8.0216 -0.3071 5.2699
H65 -5.2523 1.0417 0.7272
H66 -6.7178 0.0616 0.6113
H67 -6.8193 1.7896 1.0629
H68 -8.5706 -1.1658 4.8873
H69 -8.6736 0.5619 5.3379
H70 -7.6432 -0.5429 6.2607
C38 6.8121 3.5895 -0.7759
O26 7.8613 4.3479 -0.1707
C39 8.9113 4.5574 -0.9698
O27 9.0222 4.1679 -2.1016
O28 9.8100 5.2707 -0.2930
C40 10.9969 5.5726 -1.0315
H71 6.0165 3.4816 -0.0404
H72 6.4178 4.1028 -1.6397
H73 7.1689 2.5970 -1.0523
H74 10.7610 6.1689 -1.9111
H75 11.5137 4.6585 -1.3187
H76 11.6412 6.1511 -0.3753

**Net charge**: +1
**E**: -105734.33687 eV
**Multiplicity**: 1
**LUMO**: -0.1374 hartree
**Orbital gap**: 8.1 eV

Löwdin population analysis, charges in e, atoms 1 to 99:
1. C -0.0487
2. C -0.1804
3. O -0.0024
4. C -0.2890
5. C 0.0468
6. C 0.0637
7. C -0.1459
8. C -0.0615
9. C -0.3616
10. C -0.0177
11. F -0.0485
12. C 0.0241
13. N 0.0757
14. C -0.0737
15. C -0.1584
16. C -0.2658
17. N 0.0012
18. H 0.0915
19. H 0.0817
20. H 0.0750
21. H 0.1147
22. H 0.1297
23. H 0.1450
24. H 0.1422
25. H 0.1404
26. H 0.1399
27. H 0.1342
28. H 0.0957
29. H 0.0814
30. H 0.0971
31. H 0.1299
32. H 0.1154
33. H 0.1493
34. H 0.1135
35. H 0.1223
36. H 0.1084
37. H 0.0957
38. H 0.0703
39. H 0.0751
40. C -0.0326
41. O 0.0095
42. C -0.6059
43. O 0.1095
44. O 0.0050
45. C -0.0251
46. H 0.0962
47. H 0.0955
48. H 0.1006
49. H 0.0741
50. H 0.0849
51. H 0.0966
52. C -0.0263
53. O 0.0005
54. C -0.6018
55. O 0.1056
56. O -0.0165
57. C -0.0074
58. H 0.0991
59. H 0.0783
60. H 0.1037
61. H 0.1009
62. H 0.1034
63. H 0.1008
64. C -0.0345
65. O -0.0017
66. C -0.6229
67. O 0.1381
68. O -0.0100
69. C -0.0531
70. H 0.0940
71. H 0.0996
72. H 0.0996
73. H 0.0864
74. H 0.1028
75. H 0.0649
76. C -0.0328
77. O -0.0142
78. C -0.6145
79. O 0.1258
80. O -0.0017
81. C -0.0236
82. H 0.0909
83. H 0.1018
84. H 0.0996
85. H 0.0995
86. H 0.1020
87. H 0.0798
88. C -0.0417
89. O -0.0176
90. C -0.6221
91. O 0.1386
92. O 0.0009
93. C -0.0337
94. H 0.0796
95. H 0.1008
96. H 0.1024
97. H 0.0994
98. H 0.1006
99. H 0.0937


# 2
ORCA calculation (ωB97M-V/def2-TZVPD) on a structure of composition H8O12S2Tl in a non-equilibrium geometry.

Cartesian coordinates (Å):
Tl1 0.5478 0.8596 0.4686
S1 -2.6225 0.7003 1.7915
O1 -3.7209 1.0655 0.8685
O2 -1.6467 1.8085 1.9173
O3 -3.1684 0.2728 3.0743
O4 -1.8643 -0.4101 1.1250
S2 -2.1135 1.6149 -2.4846
O5 -1.5633 2.8973 -2.9383
O6 -3.4904 1.8158 -1.9690
O7 -2.1051 0.5637 -3.5084
O8 -1.2947 1.1699 -1.3368
O9 3.1814 0.4375 2.1176
H1 3.8834 -0.1976 1.9448
H2 3.5620 1.0599 2.7477
O10 2.7881 -0.6506 -0.9311
H3 2.8881 -0.8367 -1.8718
H4 3.6342 -0.8794 -0.5340
O11 1.0178 -1.9166 1.4988
H5 1.3197 -2.1804 2.3741
H6 1.2467 -2.6483 0.9180
O12 -0.1680 -1.2447 -1.4830
H7 -0.6154 -1.2194 -2.3409
H8 0.3040 -2.0819 -1.4485

**Net charge**: -1
**E**: -51060.46884 eV
**Multiplicity**: 1
**LUMO**: -0.0465 hartree
**Energy relative to the best compared isomer or geometry (same formula, charge and spin)**: 1.690 eV
**Orbital gap**: 4.0 eV

Just the Löwdin charges please, in e? Sure, here they are:
1. Tl 1.0994
2. S 0.2373
3. O -0.2004
4. O -0.4489
5. O -0.2842
6. O -0.3271
7. S 0.2565
8. O -0.2890
9. O -0.1806
10. O -0.3456
11. O -0.3951
12. O -0.1184
13. H 0.0313
14. H 0.0450
15. O -0.1181
16. H 0.0501
17. H 0.0322
18. O -0.0943
19. H 0.0471
20. H 0.0373
21. O -0.1086
22. H 0.0442
23. H 0.0300


# 3
ORCA calculation (ωB97M-V/def2-TZVPD) on a cluster of 2 separate species, C2H8ClN2O2P in total in a non-equilibrium geometry.

Cartesian coordinates (Å):
C1 0.6721 -1.1977 3.0110
N1 0.5761 -0.5978 1.8556
C2 1.6312 0.4855 1.7728
O1 -0.0606 -0.9663 0.8528
H1 1.4044 -0.8627 3.6951
H2 -0.0660 -1.9409 3.3665
H3 1.4903 1.2100 2.5184
H4 2.6278 0.0111 1.9042
H5 1.5688 1.0739 0.8638
N2 -0.2573 -0.5995 -4.0621
P1 -0.2656 -0.6478 -2.3607
O2 -1.9091 -0.6170 -2.2170
Cl1 -0.2743 1.4190 -2.1958
H6 -0.1432 -1.2846 -4.7542
H7 -0.0398 0.3462 -4.3605
H8 -2.7014 -0.8648 -1.4212

**E**: -31087.71017 eV
**Multiplicity**: 1
**Structure (SMILES)**: C=[N+](C)[O-].NP(O)Cl
**LUMO**: 0.0294 hartree
**Energy relative to the best compared isomer or geometry (same formula, charge and spin)**: 0.292 eV
**Orbital gap**: 9.6 eV

Just the Löwdin charges please, in e? Sure, here they are:
1. C 0.0373
2. N -0.3755
3. C 0.0028
4. O -0.1083
5. H 0.0615
6. H 0.0965
7. H 0.0646
8. H 0.1074
9. H 0.0817
10. N -0.2468
11. P 0.4251
12. O -0.5361
13. Cl 0.1919
14. H 0.0109
15. H -0.0176
16. H 0.2048


# 4
ORCA calculation (ωB97M-V/def2-TZVPD) on a structure of composition C39H35ClN2OsSi2 in a non-equilibrium geometry.

Cartesian coordinates (Å):
C1 -2.2355 -1.5847 3.2941
C2 -3.0292 -0.9146 2.3192
C3 -3.1474 -1.7715 1.1939
H1 -3.4616 0.0781 2.4053
C4 -2.4361 -2.9803 1.4777
C5 -1.8841 -2.8659 2.7809
H2 -1.3077 -3.6276 3.2946
H3 -1.9646 -1.1873 4.2634
H4 -3.7101 -1.5471 0.2947
H5 -2.3403 -3.8399 0.8272
Os1 -1.1559 -1.3545 1.4830
Si1 2.6698 1.3424 -0.2856
C6 1.7134 2.9410 -0.4229
C7 1.8231 3.6863 -1.6043
H6 2.6708 3.5097 -2.2718
C8 0.8164 4.5971 -1.9425
H7 0.8564 5.1097 -2.9034
C9 -0.2454 4.8334 -1.0650
H8 -1.0409 5.5264 -1.3427
C10 -0.2681 4.1985 0.1790
H9 -1.0668 4.4122 0.8907
C11 0.7296 3.2785 0.5174
H10 0.7122 2.7858 1.4930
C12 1.2583 0.0300 -0.4993
C13 -0.0911 0.4758 -0.7230
H11 -0.2662 1.5031 -1.0397
C14 -1.2801 -0.3351 -0.3942
H12 -2.2620 0.1045 -0.5514
C15 -1.0683 -1.8309 -0.5914
H13 -1.8283 -2.5440 -0.8964
C16 0.2712 -2.2317 -0.1140
H14 0.4506 -3.3040 0.0255
C17 1.3822 -1.3625 -0.3178
H15 2.3963 -1.7721 -0.2362
H16 0.0750 -0.2650 1.5023
Si2 -0.3601 -0.9685 -1.9601
C18 0.1529 -2.3512 -3.1997
C19 -0.7461 -2.6468 -4.2347
H17 -1.7341 -2.1752 -4.2473
C20 -0.3757 -3.5130 -5.2664
H18 -1.0672 -3.7144 -6.0828
C21 0.8891 -4.1105 -5.2554
H19 1.2033 -4.7450 -6.0832
C22 1.7432 -3.9033 -4.1676
H20 2.7063 -4.4139 -4.1191
C23 1.3716 -3.0382 -3.1329
H21 2.0493 -2.8936 -2.2918
C24 -1.0188 0.3277 -3.2674
C25 -2.3520 0.7354 -3.3040
H22 -3.1255 0.1636 -2.7834
C26 -2.7007 1.8961 -4.0125
H23 -3.7354 2.2385 -4.0157
C27 -1.7210 2.6256 -4.6943
H24 -1.9834 3.5537 -5.2061
C28 -0.4017 2.1621 -4.7228
H25 0.3639 2.7121 -5.2716
C29 -0.0543 0.9984 -4.0247
H26 0.9770 0.6351 -4.0536
H27 3.9186 1.4358 -0.9542
Cl1 3.1171 1.0981 1.7341
C30 -0.8390 3.1799 3.8474
C31 0.3998 3.1938 4.4924
C32 1.1003 1.9944 4.6199
C33 0.5567 0.8120 4.0904
N1 -0.6541 0.8161 3.4896
C34 -1.3329 1.9603 3.3797
C35 1.2894 -0.4900 4.1492
C36 2.3897 -0.6656 5.0048
C37 3.0923 -1.8699 4.9944
C38 2.6500 -2.8908 4.1549
C39 1.5346 -2.6578 3.3477
N2 0.8737 -1.4942 3.3460
H28 -1.4374 4.0787 3.7087
H29 0.8254 4.1164 4.8875
H30 2.0715 1.9474 5.1033
H31 -2.3089 1.9036 2.8884
H32 2.6703 0.1542 5.6590
H33 3.9647 -1.9948 5.6348
H34 3.1369 -3.8619 4.1049
H35 1.1651 -3.4342 2.6737

**Net charge**: +2
**E**: -74714.20109 eV
**Multiplicity**: 5
**LUMO (spin up / spin down)**: -0.1994 / -0.3120 hartree
**Orbital gap (spin up / spin down)**: 7.0 / 5.2 eV

Just the Löwdin charges please, in e? Sure, here they are:
1. C -0.1821
2. C -0.1624
3. C -0.2004
4. H 0.1282
5. C -0.1949
6. C -0.1668
7. H 0.1322
8. H 0.1284
9. H 0.1471
10. H 0.1448
11. Os 1.5096
12. Si 0.4192
13. C -0.3499
14. C -0.0901
15. H 0.1086
16. C -0.0638
17. H 0.1147
18. C -0.0601
19. H 0.1156
20. C -0.0713
21. H 0.1014
22. C -0.1194
23. H 0.0733
24. C -0.2882
25. C -0.2027
26. H 0.1341
27. C -0.2756
28. H 0.1356
29. C -0.3881
30. H 0.1523
31. C -0.2064
32. H 0.1428
33. C -0.1551
34. H 0.1415
35. H 0.0616
36. Si 0.6580
37. C -0.2112
38. C -0.0828
39. H 0.1090
40. C -0.0524
41. H 0.1172
42. C -0.0512
43. H 0.1180
44. C -0.0603
45. H 0.1149
46. C -0.0854
47. H 0.0908
48. C -0.2375
49. C -0.0951
50. H 0.1047
51. C -0.0584
52. H 0.1128
53. C -0.0614
54. H 0.1163
55. C -0.0619
56. H 0.1156
57. C -0.0809
58. H 0.1165
59. H -0.0151
60. Cl 0.3906
61. C -0.0419
62. C -0.0161
63. C -0.0029
64. C -0.2261
65. N 0.0725
66. C -0.1204
67. C -0.2299
68. C 0.0060
69. C -0.0140
70. C -0.0246
71. C -0.1244
72. N 0.0592
73. H 0.1198
74. H 0.1292
75. H 0.1132
76. H 0.1073
77. H 0.1146
78. H 0.1284
79. H 0.1200
80. H 0.1051


# 5
ORCA calculation (ωB97M-V/def2-TZVPD) on a structure of composition C17H14BF6I2N3O6S4Sr.

Cartesian coordinates (Å):
Sr1 -0.2512 -1.4796 -0.5332
I1 -3.1602 -0.1410 -0.3392
C1 -0.6238 -2.0859 -3.5183
I2 0.2976 -0.0729 -3.4845
H1 -1.5211 -1.9393 -2.8915
H2 0.1290 -2.6522 -2.9467
S1 0.2339 -1.5001 2.4419
C2 1.6120 -2.0847 3.3458
C3 1.4716 -3.2333 4.1756
N1 1.3445 -4.1582 4.8483
C4 2.7719 -1.3917 3.2736
S2 2.8981 0.0224 2.2953
C5 3.9318 -1.7984 4.0084
N2 4.8609 -2.1218 4.6047
F1 2.8279 -4.0452 -2.6758
C6 3.2000 -4.4286 -1.4630
F2 3.0668 -5.7537 -1.3731
F3 4.4904 -4.1199 -1.2902
S3 2.2178 -3.6005 -0.1400
O1 2.3227 -2.1916 -0.4722
O2 2.7498 -4.1250 1.0744
N3 0.7529 -4.0320 -0.5563
S4 -0.4254 -4.6878 0.2707
O3 -1.5289 -3.7516 0.1968
O4 -0.1073 -5.3497 1.4927
C7 -0.9043 -6.0462 -0.8807
F4 -1.9577 -6.6887 -0.3633
F5 0.0986 -6.9188 -1.0080
F6 -1.2275 -5.5919 -2.0829
C8 -2.4448 5.8902 -0.7072
C9 -1.7041 4.6407 -1.1814
C10 -0.5818 5.0804 -2.1308
C11 -2.6950 3.7484 -1.9442
C12 -1.1130 3.8441 -0.0178
C13 -1.2387 4.2289 1.3103
C14 -0.7381 3.4509 2.3663
C15 -0.1069 2.2774 2.0457
O5 0.4286 1.3347 2.8705
B1 0.9736 0.2911 2.0343
O6 0.6756 0.6892 0.6336
C16 0.0391 1.8961 0.7172
C17 -0.4441 2.6468 -0.3186
H3 -2.8609 6.4148 -1.5710
H4 -1.7772 6.5774 -0.1815
H5 -3.2720 5.6357 -0.0417
H6 -0.9980 5.6289 -2.9811
H7 -0.0331 4.2231 -2.5216
H8 0.1285 5.7300 -1.6130
H9 -3.1656 4.3126 -2.7555
H10 -3.4722 3.3763 -1.2747
H11 -2.2066 2.8731 -2.3725
H12 -1.7553 5.1457 1.5595
H13 -0.8641 3.7512 3.3981
H14 -0.3447 2.2799 -1.3324

**Net charge**: -2
**E**: -111978.92149 eV
**Multiplicity**: 1
**LUMO**: 0.1508 hartree
**Energy relative to the best compared isomer or geometry (same formula, charge and spin)**: 0.000 eV
**Orbital gap**: 6.1 eV

Just the Löwdin charges please, in e? Sure, here they are:
1. Sr 0.8319
2. I -0.2157
3. C -0.6778
4. I 0.4662
5. H -0.1583
6. H -0.1759
7. S 0.9406
8. C -0.5987
9. C -0.2540
10. N 0.1661
11. C -0.6301
12. S 1.0144
13. C -0.2533
14. N 0.1507
15. F 0.1532
16. C -0.6772
17. F 0.1334
18. F 0.1327
19. S 0.5782
20. O -0.3698
21. O -0.2376
22. N -0.3730
23. S 0.5726
24. O -0.3794
25. O -0.2471
26. C -0.6780
27. F 0.1304
28. F 0.1316
29. F 0.1533
30. C -0.0842
31. C -0.5595
32. C -0.0528
33. C -0.0547
34. C -0.1777
35. C -0.0413
36. C 0.0094
37. C -0.2151
38. O 0.0670
39. B -1.1695
40. O -0.1094
41. C -0.2351
42. C 0.0207
43. H 0.0761
44. H 0.0781
45. H 0.0829
46. H 0.0772
47. H 0.0783
48. H 0.0840
49. H 0.0785
50. H 0.0763
51. H 0.0689
52. H 0.0885
53. H 0.1105
54. H 0.0735


# 6
ORCA calculation (ωB97M-V/def2-TZVPD) on a cluster of 2 separate species, C3H3NO4 in total in a non-equilibrium geometry.

Cartesian coordinates (Å):
C1 0.5297 0.4502 0.1508
C2 -1.0700 -0.6378 -1.1601
C3 0.3126 -0.8005 0.5904
H1 0.8953 2.3376 0.3217
H2 -0.8320 1.5028 -1.2895
H3 0.8986 -0.8454 2.4979
N1 -0.2222 0.5088 -1.0395
O1 1.3729 1.4355 0.5418
O2 -1.9956 -0.8474 -1.9042
O3 -0.7206 -1.4544 -0.1437
O4 0.8313 -1.6495 1.4345

**E**: -12836.33153 eV
**Multiplicity**: 1
**LUMO**: -0.0224 hartree
**Energy relative to the best compared isomer or geometry (same formula, charge and spin)**: 3.992 eV
**Orbital gap**: 7.7 eV

Just the Löwdin charges please, in e? Sure, here they are:
1. C -0.3453
2. C -0.5223
3. C -0.3846
4. H 0.1741
5. H 0.2496
6. H 0.3389
7. N 0.1272
8. O 0.0572
9. O 0.1070
10. O 0.1468
11. O 0.0514